Entry 1:
{"formula": "C18H23N5O2", "method": "ωB97M-V with the def2-TZVPD basis set", "species": ["C", "C", "C", "N", "C", "N", "C", "C", "C", "O", "N", "C", "O", "N", "C", "H", "H", "H", "C", "H", "H", "H", "N", "C", "C", "C", "C", "C", "C", "C", "H", "H", "H", "C", "H", "H", "H", "H", "H", "H", "H", "H", "H", "H", "H", "H", "H", "H"], "coordinates": [[-3.21880, -3.72592, -1.29464], [-2.09363, -3.95097, -0.29087], [-2.06288, -2.88186, 0.80646], [-1.79418, -1.55530, 0.30146], [-0.52746, -1.16216, 0.05364], [0.55075, -1.77213, 0.53701], [1.58688, -1.01076, 0.12373], [1.15226, 0.07192, -0.62118], [2.03432, 1.03933, -1.16856], [1.73600, 2.02404, -1.82785], [3.36860, 0.73718, -0.85609], [3.84176, -0.33696, -0.12209], [5.02956, -0.48773, 0.07750], [2.90578, -1.22227, 0.37279], [3.32659, -2.36680, 1.14876], [4.40275, -2.29299, 1.29227], [3.08000, -3.28635, 0.61727], [2.80998, -2.36495, 2.10793], [4.39228, 1.64081, -1.35288], [4.95069, 2.06379, -0.51811], [3.88893, 2.42649, -1.91178], [5.08511, 1.09832, -1.99561], [-0.23139, -0.04910, -0.66516], [-1.14232, 0.85618, -1.32369], [-2.13863, 1.44285, -0.35645], [-1.68873, 2.03941, 0.81193], [-2.57727, 2.57489, 1.73477], [-3.93817, 2.50767, 1.46594], [-4.39754, 1.92016, 0.30066], [-3.50304, 1.38354, -0.60802], [-3.86615, 0.92901, -1.51983], [-5.45795, 1.87748, 0.10010], [-4.64383, 2.92111, 2.17176], [-2.06108, 3.20723, 2.99031], [-1.54936, 2.46515, 3.60234], [-1.34440, 3.99161, 2.75235], [-2.87095, 3.63856, 3.57288], [-0.62629, 2.09024, 1.00365], [-0.52442, 1.64676, -1.76203], [-1.66113, 0.33221, -2.13676], [-2.51864, -1.11762, -0.24576], [-1.26911, -3.11236, 1.51815], [-3.02252, -2.85064, 1.32896], [-1.13085, -3.94850, -0.80469], [-2.21923, -4.92486, 0.18415], [-3.25008, -4.53873, -2.01583], [-4.18056, -3.68143, -0.78729], [-3.07388, -2.79786, -1.84395]], "nbo_charge": [-0.612, -0.408, -0.213, -0.597, 0.581, -0.565, 0.384, -0.114, 0.647, -0.646, -0.452, 0.792, -0.639, -0.410, -0.413, 0.249, 0.206, 0.211, -0.416, 0.211, 0.242, 0.212, -0.340, -0.246, -0.026, -0.246, 0.105, -0.249, -0.194, -0.239, 0.208, 0.214, 0.210, -0.651, 0.222, 0.222, 0.214, 0.215, 0.276, 0.199, 0.402, 0.231, 0.195, 0.208, 0.206, 0.218, 0.201, 0.194], "lumo_energy_ev": 0.6156, "max_force_ha_per_bohr": 0.0271, "de_lowest_ev": 0.138}

Entry 2:
{"formula": "C54H79BrCdCl2N2O2P2S2Si", "method": "ωB97M-V with the def2-TZVPD basis set", "species": ["Cd", "C", "C", "C", "P", "C", "C", "C", "C", "C", "C", "C", "C", "C", "N", "C", "C", "C", "C", "C", "C", "P", "C", "C", "C", "C", "C", "C", "H", "H", "H", "H", "H", "H", "H", "H", "H", "H", "H", "H", "H", "H", "H", "H", "H", "H", "H", "H", "H", "H", "H", "H", "H", "H", "H", "H", "H", "H", "H", "H", "H", "H", "H", "H", "C", "C", "S", "C", "C", "S", "H", "H", "H", "H", "H", "H", "C", "C", "C", "C", "Si", "Br", "C", "C", "C", "C", "C", "C", "C", "C", "H", "H", "H", "H", "H", "H", "H", "H", "H", "H", "H", "H", "H", "H", "H", "H", "H", "H", "H", "H", "H", "H", "H", "H", "H", "H", "H", "Cl", "C", "C", "C", "C", "C", "Cl", "C", "N", "C", "C", "C", "C", "C", "C", "C", "C", "O", "O", "H", "H", "H", "H", "H", "H", "H", "H", "H", "H"], "coordinates": [[-1.61656, 1.10590, -0.15758], [-4.57717, 1.92766, 3.11473], [-5.15691, 1.72338, 1.71715], [-6.63071, 1.34297, 1.80200], [-4.05846, 0.51225, 0.82609], [-5.16633, -0.11819, -0.51897], [-5.41349, 1.03294, -1.50157], [-4.48761, -1.28119, -1.23789], [-3.81842, -0.90025, 1.93607], [-4.74448, -1.93754, 2.01446], [-4.43392, -3.15282, 2.59979], [-3.11952, -3.36069, 3.01112], [-2.18906, -2.34524, 2.95790], [-2.52621, -1.03827, 2.52744], [-1.70769, 0.05407, 2.56492], [-0.63993, 0.16323, 3.39066], [-0.37072, -0.65618, 4.52595], [0.77764, -0.51796, 5.27885], [1.72133, 0.46173, 4.98640], [1.40599, 1.38202, 3.99312], [0.25538, 1.28137, 3.22528], [-0.42802, 2.59899, 2.16595], [0.87275, 3.78535, 1.51286], [2.06155, 4.27501, 2.34198], [1.37795, 3.30838, 0.14712], [-1.27627, 3.60882, 3.51103], [-0.54264, 3.84035, 4.83023], [-1.82951, 4.91662, 2.94249], [-4.97339, 2.83534, 3.58017], [-3.49431, 1.99451, 3.05860], [-4.81424, 1.07189, 3.75142], [-5.04734, 2.65462, 1.15157], [-6.74891, 0.36586, 2.27805], [-7.10871, 1.31330, 0.82295], [-7.16204, 2.08069, 2.41248], [-6.11848, -0.45387, -0.09607], [-5.98850, 1.84951, -1.05776], [-5.95616, 0.66548, -2.37792], [-4.46224, 1.44814, -1.84383], [-3.56265, -0.94101, -1.70836], [-5.14129, -1.67232, -2.02218], [-4.22040, -2.09808, -0.56948], [-5.72658, -1.80180, 1.57378], [-5.17064, -3.94426, 2.66388], [-2.81353, -4.34224, 3.35773], [-1.15970, -2.55905, 3.20814], [-1.10460, -1.38924, 4.82618], [0.93481, -1.18006, 6.12525], [2.63320, 0.55386, 5.56469], [2.06510, 2.22552, 3.84801], [0.22600, 4.64645, 1.31212], [2.81028, 3.49125, 2.46743], [1.77365, 4.64122, 3.32636], [2.54910, 5.10015, 1.81042], [2.14729, 2.54358, 0.26566], [1.81309, 4.14513, -0.40879], [0.57362, 2.89375, -0.46455], [-2.12382, 2.96676, 3.75157], [0.32869, 4.48661, 4.71337], [-0.21575, 2.90149, 5.27669], [-1.22414, 4.33147, 5.53360], [-1.03398, 5.65590, 2.81529], [-2.30151, 4.75800, 1.97033], [-2.57230, 5.34302, 3.62443], [-1.43806, 5.35276, -2.48739], [-1.62688, 3.88378, -2.14060], [-2.40946, 3.59057, -0.59194], [-1.19396, 2.90899, -2.96355], [-0.50072, 3.21068, -4.27320], [-1.30272, 1.17270, -2.65598], [-1.65608, 5.95743, -1.60907], [-2.11697, 5.66942, -3.28727], [-0.41600, 5.57248, -2.81014], [-0.58678, 4.25998, -4.55849], [-0.92907, 2.59951, -5.07123], [0.56187, 2.95129, -4.20990], [3.52239, -3.51298, 0.62290], [4.58014, -2.56311, 1.20826], [5.96493, -3.20524, 1.03533], [4.27294, -2.45599, 2.71035], [4.49850, -0.81196, 0.39475], [2.30520, -0.29173, 0.34613], [5.12574, -0.80188, -1.42998], [4.67143, -2.07647, -2.15462], [4.54352, 0.38964, -2.20973], [6.65936, -0.74373, -1.50825], [5.33679, 0.55937, 1.46513], [5.49154, 1.86420, 0.66927], [6.72803, 0.12871, 1.95724], [4.46785, 0.90639, 2.68022], [3.53458, -4.44879, 1.19332], [3.70507, -3.76240, -0.42008], [2.51915, -3.09620, 0.70050], [5.98897, -4.16565, 1.56256], [6.76306, -2.58211, 1.44355], [6.19200, -3.40172, -0.01336], [4.23662, -3.46287, 3.14094], [3.30361, -1.98484, 2.88769], [5.03525, -1.89668, 3.25266], [3.59793, -2.22888, -2.07773], [5.17411, -2.96482, -1.77061], [4.91508, -1.99430, -3.21958], [3.45312, 0.38212, -2.20310], [4.86972, 0.32382, -3.25401], [4.87412, 1.35027, -1.82007], [7.12628, -1.59697, -1.01137], [7.06181, 0.16731, -1.06473], [6.96658, -0.76185, -2.56001], [6.19317, 1.77011, -0.15941], [5.87565, 2.64204, 1.33906], [4.53320, 2.20952, 0.27712], [7.38279, -0.17712, 1.13798], [6.66966, -0.69436, 2.67004], [7.20610, 0.97244, 2.46796], [3.49156, 1.27524, 2.37347], [4.96106, 1.69524, 3.26228], [4.29518, 0.06399, 3.34544], [-3.45144, -1.35556, -5.11715], [-3.89604, -3.02486, -5.08760], [-5.06523, -3.39880, -5.73207], [-5.52830, -4.70067, -5.65678], [-4.81195, -5.63484, -4.92434], [-3.63179, -5.25735, -4.31225], [-2.74803, -6.46385, -3.42578], [-3.11351, -3.94986, -4.37951], [-1.92957, -3.65546, -3.72974], [-0.99970, -2.73310, -4.19758], [-0.88919, -2.46464, -5.56273], [0.01899, -1.53174, -6.03382], [0.84800, -0.86819, -5.14381], [0.78751, -1.19642, -3.79763], [-0.09304, -2.14598, -3.30005], [0.00772, -2.58284, -1.85764], [-1.25070, -2.36802, -0.97917], [-2.11114, -3.27821, -1.04052], [-1.28123, -1.33675, -0.27443], [-5.62111, -2.64097, -6.26765], [-6.44621, -4.98466, -6.15445], [-5.15259, -6.65714, -4.83562], [-1.99496, -3.71722, -2.69634], [-1.54995, -2.97892, -6.25240], [0.06493, -1.31512, -7.09482], [1.53269, -0.10374, -5.49028], [1.42872, -0.68496, -3.09363], [0.83011, -2.05451, -1.38116], [0.21949, -3.65729, -1.83863]], "lowdin_charge": [1.035, -0.132, -0.540, -0.127, 1.013, -0.562, -0.132, -0.130, -0.317, -0.126, -0.125, -0.107, -0.054, -0.323, -0.011, -0.314, -0.054, -0.126, -0.146, -0.163, -0.337, 1.021, -0.536, -0.115, -0.151, -0.532, -0.109, -0.142, 0.076, 0.025, 0.080, 0.086, 0.069, 0.054, 0.071, 0.083, 0.057, 0.072, 0.040, 0.044, 0.075, 0.055, 0.090, 0.081, 0.091, 0.098, 0.085, 0.088, 0.081, 0.072, 0.078, 0.044, 0.048, 0.073, 0.005, 0.079, 0.013, 0.063, 0.053, 0.062, 0.071, 0.066, 0.013, 0.068, -0.177, -0.852, 0.360, -0.852, -0.169, 0.447, 0.031, 0.064, 0.057, 0.046, 0.052, 0.062, -0.112, -0.622, -0.095, -0.105, 0.469, 0.617, -0.618, -0.100, -0.109, -0.097, -0.614, -0.101, -0.096, -0.131, 0.084, 0.060, 0.050, 0.083, 0.062, 0.057, 0.084, 0.077, 0.058, 0.070, 0.059, 0.088, 0.044, 0.085, 0.059, 0.066, 0.055, 0.084, 0.058, 0.085, 0.068, 0.063, 0.061, 0.082, 0.019, 0.092, 0.055, 0.789, -0.568, -0.126, -0.111, -0.136, -0.579, 0.680, -0.286, 0.080, -0.245, -0.121, -0.116, -0.113, -0.096, -0.164, -0.060, -0.661, -0.047, -0.151, 0.095, 0.093, 0.092, 0.089, 0.097, 0.090, 0.091, 0.084, 0.045, 0.123], "lumo_energy_ev": 3.6096, "total_charge": -2, "max_force_ha_per_bohr": 0.0130, "de_lowest_ev": 0.000}

Entry 3:
{"formula": "C5H7Br", "method": "ωB97M-V with the def2-TZVPD basis set", "species": ["C", "C", "C", "C", "C", "Br", "H", "H", "H", "H", "H", "H", "H"], "coordinates": [[-0.85403, 0.37998, -0.24190], [-0.43604, -2.14999, 0.09482], [-0.12302, -0.88310, -0.24829], [-0.38090, 1.74612, 0.03021], [1.35722, -0.67843, 0.01375], [-2.76623, 0.23485, -0.00371], [-1.21274, -2.90706, -0.04851], [-0.78997, 2.54407, -0.54708], [0.62387, 1.71627, -0.27740], [-0.63729, 2.00114, 0.98195], [1.77164, -0.09818, -0.79154], [1.94246, -1.68879, -0.08628], [1.50502, -0.21688, 1.12398]], "nbo_charge": [0.059, -0.055, -0.261, -0.695, -0.621, 0.013, 0.189, 0.239, 0.231, 0.232, 0.208, 0.236, 0.224], "lumo_energy_ev": [-0.7388, -0.1840], "max_force_ha_per_bohr": 0.0621, "de_lowest_ev": 4.193}

> What is the formula in the second record?

C54H79BrCdCl2N2O2P2S2Si

Repeat the first record exactly.
{"formula": "C18H23N5O2", "method": "ωB97M-V with the def2-TZVPD basis set", "species": ["C", "C", "C", "N", "C", "N", "C", "C", "C", "O", "N", "C", "O", "N", "C", "H", "H", "H", "C", "H", "H", "H", "N", "C", "C", "C", "C", "C", "C", "C", "H", "H", "H", "C", "H", "H", "H", "H", "H", "H", "H", "H", "H", "H", "H", "H", "H", "H"], "coordinates": [[-3.21880, -3.72592, -1.29464], [-2.09363, -3.95097, -0.29087], [-2.06288, -2.88186, 0.80646], [-1.79418, -1.55530, 0.30146], [-0.52746, -1.16216, 0.05364], [0.55075, -1.77213, 0.53701], [1.58688, -1.01076, 0.12373], [1.15226, 0.07192, -0.62118], [2.03432, 1.03933, -1.16856], [1.73600, 2.02404, -1.82785], [3.36860, 0.73718, -0.85609], [3.84176, -0.33696, -0.12209], [5.02956, -0.48773, 0.07750], [2.90578, -1.22227, 0.37279], [3.32659, -2.36680, 1.14876], [4.40275, -2.29299, 1.29227], [3.08000, -3.28635, 0.61727], [2.80998, -2.36495, 2.10793], [4.39228, 1.64081, -1.35288], [4.95069, 2.06379, -0.51811], [3.88893, 2.42649, -1.91178], [5.08511, 1.09832, -1.99561], [-0.23139, -0.04910, -0.66516], [-1.14232, 0.85618, -1.32369], [-2.13863, 1.44285, -0.35645], [-1.68873, 2.03941, 0.81193], [-2.57727, 2.57489, 1.73477], [-3.93817, 2.50767, 1.46594], [-4.39754, 1.92016, 0.30066], [-3.50304, 1.38354, -0.60802], [-3.86615, 0.92901, -1.51983], [-5.45795, 1.87748, 0.10010], [-4.64383, 2.92111, 2.17176], [-2.06108, 3.20723, 2.99031], [-1.54936, 2.46515, 3.60234], [-1.34440, 3.99161, 2.75235], [-2.87095, 3.63856, 3.57288], [-0.62629, 2.09024, 1.00365], [-0.52442, 1.64676, -1.76203], [-1.66113, 0.33221, -2.13676], [-2.51864, -1.11762, -0.24576], [-1.26911, -3.11236, 1.51815], [-3.02252, -2.85064, 1.32896], [-1.13085, -3.94850, -0.80469], [-2.21923, -4.92486, 0.18415], [-3.25008, -4.53873, -2.01583], [-4.18056, -3.68143, -0.78729], [-3.07388, -2.79786, -1.84395]], "nbo_charge": [-0.612, -0.408, -0.213, -0.597, 0.581, -0.565, 0.384, -0.114, 0.647, -0.646, -0.452, 0.792, -0.639, -0.410, -0.413, 0.249, 0.206, 0.211, -0.416, 0.211, 0.242, 0.212, -0.340, -0.246, -0.026, -0.246, 0.105, -0.249, -0.194, -0.239, 0.208, 0.214, 0.210, -0.651, 0.222, 0.222, 0.214, 0.215, 0.276, 0.199, 0.402, 0.231, 0.195, 0.208, 0.206, 0.218, 0.201, 0.194], "lumo_energy_ev": 0.6156, "max_force_ha_per_bohr": 0.0271, "de_lowest_ev": 0.138}